--- a ---
# C2H3BrS

A structure of composition C2H3BrS (ωB97M-V/def2-TZVPD, the OMol25 dataset).

Each line ends with the natural charge from an NBO analysis.
Element x y z (Å)
C 0.9792 0.4319 -0.0736  -0.33
C -0.9544 -0.2346 -0.0089  -0.58
S 1.3827 1.9609 0.0349  0.15
Br 2.1179 -1.0938 0.0028  0.09
H -1.5980 0.1652 0.9230  0.23
H -0.6764 -1.3724 0.1293  0.22
H -1.2510 0.1430 -1.0075  0.22

E_HOMO (eV): -8.80
HOMO-LUMO gap (eV): 8.34
2S+1: 1
Total charge: 0
LUMO (eV): -0.46

=====

--- b ---
# C2H3BrS

An isolated molecule of C2H3BrS (ωB97M-V/def2-TZVPD, the OMol25 dataset).

Each line ends with the natural charge from an NBO analysis.
Element x y z (Å)
Br 1.5308 1.7263 -0.5707  -0.02
C -0.0278 0.4386 -0.4197  -0.38
C -0.0334 -0.7387 0.4578  -0.50
S -1.3710 0.5304 0.7527  0.15
H -0.3829 0.3722 -1.5328  0.25
H -0.2572 -1.6060 -0.1300  0.23
H 0.5416 -0.7229 1.4428  0.26

E_HOMO (eV): -9.34
HOMO-LUMO gap (eV): 9.75
2S+1: 1
Total charge: 0
LUMO (eV): 0.41

=====

Quick look at relative energies in hartree: a 0.0552; b 0.0000.